Molecular formula: C4H6N2O
Method: DFT, ωB97M-V/def2-TZVPD

Structure (XYZ):
```
13
C4H6N2O ωB97M-V/def2-TZVPD
H 0.23 0.23 -2.40
N 0.97 -0.48 -2.16
C 1.20 -0.74 -0.96
N 0.33 -0.37 0.09
C -0.92 0.32 -0.16
C -1.53 1.28 0.57
C 0.83 -0.55 1.36
O 1.85 -1.14 1.61
H 1.99 -1.51 -0.73
H -1.40 -0.23 -1.05
H -2.57 1.61 0.20
H -1.16 1.73 1.51
H 0.16 -0.15 2.14
```

Summary:
- frontier orbital gap (hartree) = 0.384